No. 1
A structure of composition C27H29BrCaN5OS, computed with ωB97M-V/def2-TZVPD.

largest force on an atom: 0.03017 hartree/bohr
DFT total energy: -137283.693 eV

```
! wB97M-V def2-TZVPD RIJCOSX def2/J DEFGRID3
* xyz 1 1
Br 0.8680 0.8117 -7.0485
Ca 0.2086 0.9495 0.5201
S -0.8531 3.3665 1.5661
O 1.1005 1.8330 -1.1320
N 1.6287 3.4735 2.6376
N 1.9360 2.2119 2.1070
N -1.3865 0.3277 -0.9869
N -1.5442 -0.0941 1.7644
N 0.3694 5.3404 2.8079
C 0.5197 -4.2808 1.3327
C 1.0770 -2.0593 0.3185
C -1.1334 0.2196 -2.2457
C 3.2682 -0.3605 -0.3094
C -3.7509 -0.3529 -1.1485
C 0.9903 1.6457 -2.4134
C -0.9666 -3.3688 -0.4674
C -0.0268 0.8187 -2.9772
C 1.4487 -1.8082 -1.0013
C 2.5221 -0.9817 -1.3063
C 2.9133 -0.6249 1.0140
C -0.0444 0.5787 -4.3689
C -0.0485 -3.0116 0.6954
C 1.8598 1.9924 -4.6553
C 4.3776 0.5916 -0.6568
C -3.8866 -0.7089 1.5996
C -5.0370 -0.9393 0.7999
C -3.9156 -0.8402 3.0080
C 1.9050 2.2414 -3.3044
C -2.6687 -0.3383 1.0058
C 1.8350 -1.4492 1.3222
C 0.8862 1.1426 -5.1961
C -2.6137 -0.1650 -0.4236
C -2.8001 -0.5901 3.7451
C -1.6297 -0.2077 3.0681
C -4.9650 -0.7632 -0.5441
C 0.4390 4.0774 2.3655
H 2.7692 -0.7959 -2.3459
H 0.8899 -2.2587 -1.8115
H -5.9641 -1.2354 1.2750
H -1.8040 -0.3736 -2.8731
H 1.1053 -4.0682 2.2287
H 2.4058 1.6718 2.8211
H -0.4488 -3.9669 -1.2224
H -2.7955 -0.6738 4.8225
H -1.3764 -2.4881 -0.9646
H -1.8073 -3.9645 -0.1083
H -0.5057 5.8234 2.7008
H 1.0775 5.7538 3.3903
H 1.5881 -1.6500 2.3607
H -4.8423 -1.1316 3.4897
H -0.2873 -4.9607 1.6124
H 3.5080 -0.1987 1.8163
H 2.6584 2.8977 -2.8880
H -5.8391 -0.9121 -1.1640
H 1.1712 -4.8048 0.6283
H -0.6489 -2.4989 1.4519
H -3.7422 -0.1560 -2.2131
H -0.8169 -0.0582 -4.7846
H 2.5682 2.3230 1.3155
H 5.1134 0.6635 0.1455
H 2.5838 2.4573 -5.3130
H 3.9790 1.5924 -0.8505
H 4.8963 0.2820 -1.5642
H 2.4104 4.0418 2.9182
H -0.7287 0.0120 3.6343
*
```

Atom charges from the Löwdin analysis, given in e for atoms 1 to 8: atom 1 (Br): 0.756, atom 2 (Ca): 1.197, atom 3 (S): 0.648, atom 4 (O): -0.301, atom 5 (N): -0.077, atom 6 (N): -0.012, atom 7 (N): -0.026, atom 8 (N): -0.021

---

No. 2
A structure of composition C27H29BrFeN3O4Te, computed with ωB97M-V/def2-TZVPD.

largest force on an atom: 0.04767 hartree/bohr
expectation value of S²: 8.761
DFT total energy: -152856.560 eV

```
! wB97M-V def2-TZVPD RIJCOSX def2/J DEFGRID3
* xyz -2 6
Te 0.3911 -0.1808 0.3821
Br -4.2452 -0.8317 3.6414
Fe -2.3907 -1.9278 2.6350
O 1.6212 -2.5632 4.0796
O -3.4951 -2.4727 0.8156
O -2.3045 -3.9249 3.0504
O -1.2276 -5.8041 2.4178
N -1.6799 -1.1775 0.7187
N -1.3273 -0.8134 4.4671
N -0.2605 -2.3909 2.7138
C -3.8985 -2.1818 -1.9622
C 3.1693 0.5825 -1.0826
C -1.2941 -4.5812 2.5616
C 0.1177 -0.7071 4.2842
C 4.5958 2.5331 -0.8172
C -2.8799 -2.4716 -4.1272
C -0.0113 1.3871 -2.6789
C 0.5786 -2.0149 3.6647
C -4.0200 -2.3647 -3.3342
C -2.6405 -2.0823 -1.3683
C 2.1965 1.1158 -0.2182
C 2.9853 -0.7875 -1.7094
C 2.4665 2.3798 0.3551
C -2.5743 -1.9058 0.1297
C -0.8514 1.4295 -0.2662
C -1.6250 -2.3799 -3.5378
C -1.5061 -2.1801 -2.1657
C -1.7414 1.9433 0.6818
C -0.8938 1.9271 -1.5799
C 5.8686 3.2843 -1.1229
C -2.6492 2.9422 0.3619
C -1.8122 2.9388 -1.8851
C -0.1243 -3.7080 2.1286
C -2.6810 3.4498 -0.9307
C 3.6481 3.0606 0.0514
C 1.4978 3.0479 1.3094
C 4.3392 1.2894 -1.3761
H 0.7005 3.5620 0.7638
H -2.9710 -2.6354 -5.1960
H -0.1601 0.3098 -2.7838
H 0.8033 -4.1997 2.4039
H 5.0690 0.8504 -2.0550
H -3.3345 3.3138 1.1174
H -4.7687 -2.1201 -1.3210
H 3.7799 -0.9966 -2.4322
H -1.5516 -1.5459 5.1342
H -3.3840 4.2302 -1.1994
H 0.6881 -0.5224 5.1919
H 6.4894 2.7305 -1.8303
H 2.0200 -0.8622 -2.2166
H -1.8545 3.3156 -2.9024
H -0.2468 1.8651 -3.6333
H -1.7378 1.5281 1.6830
H 2.0119 3.7835 1.9368
H 5.6567 4.2667 -1.5545
H 3.0010 -1.5698 -0.9467
H 1.0172 2.3080 1.9502
H 3.8379 4.0283 0.5171
H -0.7324 -2.4605 -4.1510
H 0.3040 0.1029 3.5729
H -0.5304 -2.1027 -1.7051
H -0.1855 -3.6500 1.0349
H -5.0040 -2.4269 -3.7872
H -1.7611 0.0384 4.7889
H 1.0440 1.5520 -2.4524
H 6.4577 3.4475 -0.2155
*
```

Atom charges from the Löwdin analysis, given in e for atoms 1 to 8: atom 1 (Te): 1.477, atom 2 (Br): -0.012, atom 3 (Fe): 0.616, atom 4 (O): -0.050, atom 5 (O): -0.147, atom 6 (O): -0.149, atom 7 (O): -0.014, atom 8 (N): -0.198

---

No. 3
A structure of composition C27H29BrN2O3PSTi, computed with ωB97M-V/def2-TZVPD.

largest force on an atom: 0.01066 hartree/bohr
expectation value of S²: 0.755
DFT total energy: -150864.846 eV

```
! wB97M-V def2-TZVPD RIJCOSX def2/J DEFGRID3
* xyz 2 2
Br 4.9075 0.4637 7.7186
Ti 0.0006 -0.2320 0.8528
S -1.6132 -2.0423 1.0178
P -1.5530 1.7481 0.5737
O 0.0665 -0.5273 2.9316
O 1.3844 0.7981 1.8330
O 0.6951 -0.3479 -1.0119
N -2.6907 -1.7186 -1.5253
N -2.4487 -3.7639 -0.9042
C 1.5147 0.4220 5.3731
C -4.0070 1.2915 -0.7246
C 3.5113 -0.0379 -3.2521
C 4.4140 1.5516 -1.1503
C 0.8419 -1.2646 -3.1743
C 4.7585 0.5507 -3.3238
C 3.1697 0.9621 -1.0694
C -0.7469 3.3550 0.3445
C 1.1227 0.1652 2.9465
C 1.4000 -0.4636 -2.0426
C 5.2076 1.3448 -2.2755
C -3.1843 -2.5007 -2.5500
C -2.0616 1.5059 -2.1341
C 4.2624 0.1780 4.9765
C 2.0324 0.2434 4.0941
C 2.7040 0.1596 -2.1222
C 3.7411 0.3741 6.2494
C -2.2457 -2.4946 -0.5261
C 2.3739 0.5041 6.4542
C -2.6153 1.9298 2.0268
C -2.8478 1.2894 -3.2558
C 3.4053 0.1300 3.8928
C -2.6375 1.5137 -0.8590
C -2.1195 -4.9427 -0.1003
C -4.7904 1.0689 -1.8508
C -3.0285 -3.7827 -2.1596
C -4.2142 1.0687 -3.1132
H -3.1504 1.0015 2.2235
H 3.1725 -0.6555 -4.0721
H -0.9979 1.6831 -2.2534
H 5.3816 0.3941 -4.1931
H -3.2837 -4.7040 -2.6528
H 1.9877 0.6582 7.4517
H -2.4164 -5.8258 -0.6571
H -5.8543 0.9075 -1.7394
H -1.4983 4.1434 0.3000
H -1.0499 -4.9722 0.0927
H -0.1668 3.3608 -0.5773
H -2.6591 -4.9076 0.8430
H -0.1781 -1.5595 -2.9496
H -3.3225 2.7497 1.8979
H 5.3291 0.0717 4.8395
H -0.0708 3.5377 1.1797
H -4.4737 1.2935 0.2517
H 3.8054 -0.0025 2.8960
H -4.8306 0.9124 -3.9887
H 2.5594 1.1272 -0.1905
H -1.9811 2.1427 2.8879
H 0.8710 -0.6966 -4.1040
H 0.4459 0.4973 5.5266
H 6.1839 1.8076 -2.3350
H 4.7720 2.1736 -0.3415
H -2.4011 1.3092 -4.2413
H -2.7284 -0.7083 -1.4852
H 1.4500 -2.1598 -3.3242
H -3.6046 -2.0791 -3.4451
*
```

Atom charges from the Löwdin analysis, given in e for atoms 1 to 8: atom 1 (Br): 0.822, atom 2 (Ti): 0.835, atom 3 (S): 0.743, atom 4 (P): 0.878, atom 5 (O): -0.085, atom 6 (O): -0.121, atom 7 (O): -0.133, atom 8 (N): 0.107

---

The lowest largest force on an atom belongs to which entry? C27H29BrN2O3PSTi

---

DFT total energy of number 1 (C27H29BrCaN5OS)? -137283.693 eV